[1]
DFT (ωB97M-V/def2-TZVPD) results for a structure of composition C33H28Ge2N5RuS3.

Cartesian coordinates (Å):
Ru  -1.42187  -0.87173  0.06352
S  -2.63064  1.06906  0.08097
C  -2.22416  1.78585  1.61514
C  -2.55620  3.12642  1.82140
C  -2.21283  3.75818  3.00065
C  -2.50163  5.14673  3.16329
N  -2.72632  6.26646  3.26022
C  -1.54500  3.03625  4.00990
C  -1.23277  1.70712  3.81647
C  -1.55416  1.06450  2.61692
S  -1.08280  -0.59453  2.40900
C  -1.16513  3.67819  5.22922
N  -0.84236  4.17685  6.20910
H  -3.04852  3.68030  1.03788
H  -0.71606  1.16147  4.59301
N  -1.42939  -5.05705  -0.69066
C  -0.24196  -4.91883  -1.38753
C  0.57867  -5.85585  -1.99925
C  1.65872  -5.35558  -2.69692
C  1.89818  -3.97701  -2.79221
C  1.08730  -3.05368  -2.17203
C  0.01089  -3.54205  -1.43850
N  -0.99223  -2.87176  -0.74407
C  -1.84020  -3.81537  -0.35705
C  -3.10674  -3.46694  0.26021
C  -4.12113  -4.25054  0.73359
S  -5.41518  -3.26116  1.25101
C  -4.52515  -1.87600  0.82330
N  -3.34962  -2.12009  0.32138
H  -1.91316  -5.91711  -0.49595
H  0.37783  -6.91442  -1.94823
H  2.32621  -6.04066  -3.19709
H  2.74081  -3.63260  -3.37391
H  1.26463  -1.99385  -2.26271
H  -4.18116  -5.32080  0.79171
H  -4.90007  -0.87579  0.96869
C  2.40775  0.23675  2.89949
Ge  2.55980  -0.07187  0.96449
C  2.96322  -1.97821  0.75972
C  4.05159  1.01796  0.28191
Ge  0.53620  0.66702  -0.28022
C  0.33132  2.58497  0.00840
C  -0.37459  3.36388  -0.90754
C  -0.52782  4.72358  -0.70868
C  0.02499  5.33115  0.41229
C  0.74458  4.57312  1.32150
C  0.89533  3.20967  1.11771
C  0.60391  0.41136  -2.22955
C  1.84463  0.36039  -2.86290
C  1.93902  0.20420  -4.23487
C  0.78933  0.08459  -5.00015
C  -0.45283  0.13972  -4.38765
C  -0.54234  0.30909  -3.01314
H  3.41812  0.18839  3.30559
H  1.82093  -0.54778  3.36403
H  1.98259  1.19695  3.17462
H  3.69903  -2.25417  1.51310
H  3.37479  -2.21055  -0.21801
H  2.07702  -2.59147  0.91682
H  4.94563  0.74971  0.84051
H  3.86560  2.07870  0.42446
H  4.25079  0.84260  -0.77139
H  -0.80405  2.90890  -1.79323
H  -1.07605  5.31472  -1.42894
H  -0.10232  6.39264  0.57256
H  1.18459  5.03988  2.19143
H  1.45839  2.63549  1.84754
H  2.75846  0.44634  -2.28326
H  2.91039  0.17809  -4.70849
H  0.86150  -0.04184  -6.07056
H  -1.35411  0.05920  -4.97973
H  -1.53217  0.37281  -2.55836

Forces on atoms 1 to 2 (eV/Å):
Ru -0.2 -0.4 0.6
S 0.0 0.1 -0.1

Output
**Energy relative to the best compared isomer or geometry (same formula, charge and spin)**: 7.0 kcal per mole
**HOMO level (alpha / beta)**: -10.590 / -11.076 eV
**Gap between HOMO and LUMO (alpha / beta)**: 7.23 / 5.95 eV
**Total charge**: +1
**Spin multiplicity**: 5
**⟨S²⟩**: 6.04


[2]
DFT (ωB97M-V/def2-TZVPD) results for a structure of composition C33H28GeN2O6PdS.

Cartesian coordinates (Å):
Pd  -0.61981  0.61971  1.88035
C  -2.24094  -6.05671  -2.86875
C  -2.32028  -5.12855  -1.68595
C  -3.41582  -4.29089  -1.50338
C  -3.47942  -3.41712  -0.42767
C  -2.43330  -3.36516  0.48196
C  -1.34195  -4.20863  0.32609
C  -1.29017  -5.08134  -0.75005
S  -2.45770  -2.14455  1.78758
O  -1.37660  -2.50787  2.67927
O  -3.80932  -2.16931  2.29955
N  -2.07756  -0.80055  1.05581
C  -3.15939  -0.06713  0.41047
C  -3.12222  1.43287  0.69739
O  -3.94100  2.16348  0.16960
O  -2.13781  1.88604  1.42742
H  -3.22212  -6.20525  -3.31949
H  -1.84788  -7.03239  -2.57975
H  -1.57990  -5.65273  -3.63917
H  -4.23656  -4.32609  -2.21120
H  -4.34159  -2.77885  -0.28356
H  -0.55406  -4.18952  1.06816
H  -0.43915  -5.74500  -0.86121
H  -4.14414  -0.40592  0.73801
H  -3.11507  -0.17636  -0.67990
O  2.64187  1.69336  4.33539
C  1.77885  1.27954  3.56769
O  0.71163  1.86616  3.20076
C  2.00695  -0.10833  2.95871
C  3.16352  -0.82677  3.21651
C  3.34273  -2.04865  2.59585
C  2.35831  -2.52514  1.74055
C  1.22666  -1.76058  1.54302
N  1.06568  -0.57994  2.14034
H  3.88858  -0.38990  3.88756
H  4.24262  -2.62557  2.76956
H  2.46012  -3.47408  1.23211
H  0.41635  -2.07952  0.90383
C  5.00699  0.67213  0.17436
C  4.55058  1.68170  1.01071
C  3.21493  2.05610  0.98257
C  2.31596  1.42862  0.11922
C  2.78797  0.41828  -0.71764
C  4.12418  0.04126  -0.69146
Ge  0.41782  1.90860  0.14672
C  0.31202  3.85746  0.21414
C  -0.81566  4.57539  0.61565
C  -0.82935  5.96121  0.52680
C  0.27049  6.64965  0.03510
C  1.39362  5.94630  -0.37267
C  1.41195  4.56083  -0.28185
C  -0.44476  1.25980  -1.48505
C  -0.58046  -0.10367  -1.74834
C  -1.19012  -0.54765  -2.91221
C  -1.67756  0.37173  -3.83205
C  -1.55088  1.73046  -3.58330
C  -0.93707  2.17106  -2.41758
H  6.04784  0.37277  0.20144
H  5.22646  2.16639  1.70377
H  2.86525  2.82516  1.66154
H  2.10735  -0.08377  -1.39744
H  4.47436  -0.74902  -1.34483
H  -1.67959  4.04916  0.99210
H  -1.71209  6.50310  0.84300
H  0.25259  7.73102  -0.03033
H  2.25865  6.47227  -0.75839
H  2.29977  4.02658  -0.60172
H  -0.24787  -0.82933  -1.01700
H  -1.30441  -1.61094  -3.08808
H  -2.16576  0.02847  -4.73606
H  -1.94285  2.45101  -4.29050
H  -0.86051  3.23509  -2.22407

Forces on atoms 1 to 2 (eV/Å):
Pd 0.0 0.0 -0.1
C 0.0 0.0 0.0

Output
**Energy relative to the best compared isomer or geometry (same formula, charge and spin)**: 0.0 kcal per mole
**HOMO level (alpha / beta)**: -4.736 / -5.749 eV
**Gap between HOMO and LUMO (alpha / beta)**: 6.81 / 7.70 eV
**Total charge**: -1
**Spin multiplicity**: 2
**⟨S²⟩**: 0.75


Q: Which of these has the highest ⟨S²⟩?
A: C33H28Ge2N5RuS3


Q: Number 1 is which compound?
A: C33H28Ge2N5RuS3


Q: energy relative to the best compared isomer or geometry (same formula, charge and spin) of number 2 (C33H28GeN2O6PdS)?
A: 0.0 kcal per mole